1.
This record from OMol25 describes 10 unconnected molecules or ions with the total composition C31H63BN5O19S2 at a distorted geometry. The level of theory is ωB97M-V/def2-TZVPD.

Structure (XYZ):
```
121
Properties=species:S:1:pos:R:3:forces:R:3
O 7.886 22.823 -34.769 0.41 0.29 0.18
C 8.453 22.710 -35.820 -1.43 -0.77 0.19
O 9.036 21.620 -36.272 0.48 0.10 -0.20
B 9.352 21.769 -37.716 0.00 0.14 1.32
O 8.795 23.105 -38.063 -0.03 -0.64 -0.48
C 8.306 23.689 -36.976 0.81 0.36 -0.17
O 7.870 24.797 -36.902 -0.34 0.22 -0.19
O 8.837 20.574 -38.386 -0.40 0.45 -0.44
C 9.793 20.009 -39.108 -0.38 0.39 0.10
O 9.626 19.151 -39.920 0.22 -0.27 -0.11
C 11.111 20.748 -38.766 -0.76 -0.05 -0.52
O 10.807 21.750 -37.966 0.29 -0.18 -0.24
O 12.160 20.475 -39.267 0.71 0.25 0.23
C 13.773 23.668 -40.738 -0.33 -0.47 0.27
S 12.085 24.084 -41.218 0.50 0.10 0.35
O 12.285 25.194 -42.197 -0.40 -0.22 -0.23
C 11.664 22.566 -42.142 0.11 1.27 -0.03
H 14.372 23.551 -41.639 -0.01 0.08 -0.04
H 13.771 22.747 -40.148 -0.01 -0.01 -0.05
H 14.132 24.482 -40.109 0.02 0.07 -0.08
H 11.730 21.701 -41.488 0.11 -0.14 -0.12
H 12.320 22.589 -43.011 0.08 -0.45 0.03
H 10.645 22.765 -42.472 -0.07 -0.28 0.00
C 12.582 23.840 -36.953 0.20 -1.19 -0.56
S 14.047 24.721 -36.413 -0.93 0.64 -0.53
O 14.503 25.449 -37.641 0.30 -0.21 0.25
C 13.181 25.978 -35.433 0.04 -0.60 0.28
H 12.142 23.161 -36.221 -0.06 0.47 0.39
H 12.933 23.132 -37.713 0.26 0.17 0.01
H 11.851 24.448 -37.486 0.03 0.40 0.37
H 12.459 26.491 -36.062 0.20 0.15 -0.17
H 13.950 26.628 -35.023 -0.12 0.20 -0.06
H 12.637 25.487 -34.622 0.13 -0.03 0.04
C 7.964 16.743 -35.162 0.23 -0.19 -0.19
O 8.473 15.903 -34.442 -0.26 0.14 0.01
N 7.536 16.508 -36.428 0.33 0.26 0.00
C 7.106 17.561 -37.323 -0.94 -0.38 -0.45
C 7.524 15.172 -36.987 -1.30 -0.09 0.44
H 7.802 17.788 -34.850 0.12 -0.01 0.07
H 6.013 17.533 -37.471 0.04 -0.02 0.24
H 7.494 17.346 -38.321 0.42 0.32 0.12
H 7.354 18.570 -37.007 0.38 -0.12 0.15
H 7.760 14.445 -36.215 0.72 0.13 -0.09
H 6.471 14.928 -37.199 0.13 0.10 -0.42
H 8.103 15.107 -37.905 0.27 -0.12 0.13
C 3.585 21.028 -39.456 -0.38 0.36 0.29
O 2.404 21.075 -39.749 0.05 -0.10 -0.19
N 4.170 21.763 -38.489 0.54 -0.52 -0.51
C 5.559 21.494 -38.131 -0.05 0.65 0.84
C 3.456 22.732 -37.678 -0.06 -0.06 -0.75
H 4.311 20.376 -39.967 -0.04 -0.08 -0.05
H 5.627 20.611 -37.493 0.16 0.01 0.03
H 5.856 22.369 -37.549 0.25 -0.21 0.16
H 6.298 21.425 -38.928 -0.45 -0.15 -0.41
H 3.940 23.693 -37.855 -0.02 0.14 0.53
H 2.435 22.819 -38.039 -0.04 -0.20 0.02
H 3.457 22.438 -36.630 0.08 0.17 0.11
C 13.087 20.569 -35.644 -0.89 -0.21 0.63
O 12.110 20.864 -34.972 0.31 0.27 -0.20
N 14.358 20.585 -35.178 0.22 0.00 -0.89
C 15.439 19.919 -35.889 0.38 0.27 0.58
C 14.654 21.024 -33.838 -1.10 -0.80 0.79
H 12.940 20.229 -36.679 0.52 -0.04 -0.06
H 16.242 20.627 -36.113 -0.03 -0.02 -0.06
H 15.147 19.422 -36.810 -0.39 0.13 0.02
H 15.848 19.173 -35.198 0.09 -0.12 -0.25
H 13.710 21.185 -33.312 -0.05 0.39 -0.34
H 15.049 20.171 -33.273 0.65 0.29 -0.12
H 15.255 21.927 -33.773 0.29 -0.11 -0.16
C 8.958 16.339 -40.864 -0.31 0.43 0.58
O 9.563 15.883 -39.911 -0.01 -0.53 -0.21
N 8.937 15.843 -42.117 -0.22 -0.09 0.22
C 9.501 14.522 -42.369 0.85 0.72 0.79
C 8.439 16.646 -43.202 0.02 -0.68 -1.40
H 8.312 17.220 -40.722 0.22 0.17 -0.31
H 9.067 14.040 -43.236 -0.11 0.09 -0.07
H 9.373 13.936 -41.459 -0.24 -0.15 -0.15
H 10.588 14.638 -42.460 -0.05 -0.28 -0.43
H 8.404 17.713 -43.009 -0.14 -0.04 0.47
H 9.098 16.531 -44.073 0.19 0.08 0.24
H 7.482 16.270 -43.585 -0.19 0.25 0.32
C 5.885 27.591 -37.610 0.11 0.44 0.08
O 5.558 28.555 -36.944 -0.15 -0.03 0.15
N 5.073 26.957 -38.485 0.19 -0.18 0.05
C 5.564 25.915 -39.354 0.45 -0.18 -0.27
C 3.680 27.280 -38.592 -0.89 0.42 -0.20
H 6.899 27.173 -37.554 -0.02 -0.15 -0.16
H 6.647 25.955 -39.474 0.00 0.17 0.30
H 5.161 26.047 -40.360 -0.20 -0.09 0.08
H 5.340 24.912 -38.983 -0.21 0.00 -0.08
H 3.068 26.374 -38.564 0.10 -0.05 -0.10
H 3.313 27.936 -37.806 0.51 -0.12 0.32
H 3.443 27.830 -39.512 0.18 -0.27 -0.15
O 14.423 16.831 -42.290 0.16 -0.41 0.12
C 14.187 17.885 -41.756 0.06 0.29 -0.37
O 13.400 18.033 -40.700 0.40 -0.11 0.39
C 12.983 16.822 -40.052 -1.72 -0.13 0.19
C 12.340 17.222 -38.735 1.20 0.26 0.52
C 14.647 19.197 -42.320 -0.97 0.40 -0.75
H 13.819 16.150 -39.868 0.17 0.12 -0.19
H 12.240 16.318 -40.675 0.26 -0.06 -0.18
H 11.431 17.810 -38.732 -0.07 -0.06 -0.70
H 13.131 17.841 -38.289 -0.32 -0.05 0.53
H 12.157 16.354 -38.101 0.13 -0.09 -0.09
H 15.200 19.885 -41.689 0.20 -0.36 0.26
H 13.724 19.737 -42.577 0.10 0.02 0.12
H 15.125 18.991 -43.273 0.40 0.07 0.17
O 7.653 19.101 -32.340 -0.39 0.12 -0.20
C 8.083 20.217 -32.504 0.61 -0.40 0.25
O 7.572 21.313 -31.922 -0.09 0.32 0.04
C 6.260 21.210 -31.351 -0.22 -0.27 -0.37
C 5.309 22.016 -32.212 -0.49 0.00 -0.25
C 9.326 20.499 -33.296 0.18 0.60 0.54
H 6.302 21.606 -30.339 0.11 -0.04 0.05
H 5.981 20.158 -31.330 0.00 0.02 0.14
H 5.420 21.777 -33.271 0.43 0.11 0.04
H 5.461 23.083 -32.058 0.01 0.03 -0.20
H 4.255 21.782 -32.031 0.12 0.02 0.49
H 9.254 20.003 -34.256 0.26 -0.09 -0.02
H 10.192 20.168 -32.718 -0.09 -0.52 -0.18
H 9.501 21.561 -33.426 -0.31 0.03 -0.22
```
Forces are in eV/Å.

Calculated values
total charge	-1
LUMO level	1.969	eV
multiplicity	1
max |F|	1.74	eV Å⁻¹
M	884.81	g/mol

***

2.
This record from OMol25 describes 3 unconnected molecules or ions with the total composition C31H63Cl2IN3O4P at a distorted geometry. The level of theory is ωB97M-V/def2-TZVPD.

Structure (XYZ):
```
105
Properties=species:S:1:pos:R:3:forces:R:3
C 0.720 2.270 6.758 1.15 -0.40 0.72
C 1.261 1.079 7.801 -0.32 0.24 -1.04
C 0.001 0.163 8.381 0.61 -0.52 -0.71
C 0.274 -1.388 7.810 0.39 1.25 1.31
C -0.228 -1.403 6.276 -0.27 1.62 0.77
C -0.439 -2.746 5.446 -1.56 1.11 -1.64
N -1.927 -3.149 5.594 1.65 -0.94 0.13
C -2.277 -3.721 6.914 -2.39 -1.69 1.46
C -3.707 -3.047 7.441 0.68 -0.78 -0.08
C 0.414 -4.075 5.642 -0.12 -2.33 0.39
Cl 1.812 -4.379 4.395 -1.38 0.50 0.51
C 1.110 -4.464 7.046 1.88 -0.75 0.43
C 2.676 -3.900 7.130 -0.88 0.90 1.00
C -0.484 -2.254 3.831 0.39 -1.16 -0.49
O 0.687 -1.595 3.349 -0.20 0.50 -0.28
C 0.592 -0.260 2.835 0.11 1.06 0.94
I 2.670 0.287 2.213 -1.19 -0.29 0.38
P -2.201 -1.479 3.371 -1.87 -1.48 -0.99
O -2.319 -1.288 1.605 1.16 1.94 2.36
Cl -2.449 0.493 4.117 0.72 -0.45 -0.51
H 1.636 2.595 6.067 -2.09 -0.57 1.50
H -0.145 1.857 6.074 1.62 0.96 1.50
H 0.413 3.165 7.445 0.22 -1.54 -1.71
H 1.906 1.545 8.666 -1.36 -0.87 -1.75
H 1.987 0.412 7.128 -1.57 1.20 1.71
H -0.073 0.165 9.550 0.34 0.00 -2.25
H -1.044 0.534 7.964 2.20 -0.61 0.81
H -0.263 -2.087 8.570 0.80 0.94 -1.74
H 1.451 -1.537 7.942 -2.68 0.04 -0.46
H -1.296 -0.859 6.306 2.26 -1.45 -0.21
H 0.460 -0.600 5.717 -1.28 -2.11 0.99
H -2.135 -3.916 4.886 0.49 1.49 1.08
H -2.530 -4.877 6.757 0.67 2.28 0.56
H -1.501 -3.672 7.772 -1.12 0.18 -1.82
H -4.444 -3.125 6.535 1.36 0.57 1.78
H -4.189 -3.673 8.335 1.25 1.44 -1.86
H -3.457 -1.954 7.781 -0.87 -2.00 -0.77
H -0.317 -4.992 5.394 1.58 2.26 0.40
H 1.220 -5.651 7.098 -0.53 2.58 -0.26
H 0.594 -4.136 8.032 0.50 -0.41 -2.09
H 2.702 -2.830 6.613 0.27 -2.45 0.94
H 3.465 -4.648 6.701 -1.65 1.65 0.75
H 2.872 -3.705 8.282 -0.14 -0.51 -2.36
H -0.540 -3.308 3.264 -0.12 2.19 0.79
H -0.041 -0.080 1.870 1.02 -0.67 1.93
H 0.360 0.490 3.719 0.27 -1.40 -2.11
H -2.300 -0.298 1.447 0.00 -1.50 -0.07
C -0.703 -2.903 -1.594 -0.22 0.02 -0.16
C 0.574 -2.020 -1.648 -1.04 -0.79 1.60
C 0.169 -0.529 -1.520 0.16 0.05 -0.33
C -0.514 0.004 -2.775 -0.03 -0.02 0.02
C 0.349 -0.232 -4.009 0.19 0.07 0.33
C 0.839 -1.696 -4.174 -0.69 -0.35 -1.91
N 1.357 -2.299 -2.900 3.72 3.39 0.79
O 2.660 -1.804 -2.700 -3.25 -1.75 -0.55
C -0.302 -2.587 -4.732 -0.24 -0.05 0.07
C 1.894 -1.708 -5.334 0.39 0.07 0.73
C 1.350 -2.443 -0.356 0.58 0.28 -0.58
H -1.132 -2.913 -0.582 0.33 0.14 -0.14
H -1.512 -2.546 -2.231 0.12 -0.06 -0.09
H -0.482 -3.941 -1.860 0.05 0.16 -0.05
H 1.054 0.085 -1.313 0.10 -0.20 -0.05
H -0.502 -0.390 -0.662 0.12 -0.33 -0.03
H -1.498 -0.455 -2.908 0.02 -0.03 0.04
H -0.694 1.080 -2.660 -0.01 -0.13 -0.05
H -0.212 0.080 -4.899 0.18 -0.28 -0.01
H 1.216 0.441 -3.947 0.03 -0.26 0.00
H 0.003 -3.640 -4.765 0.00 0.21 0.11
H -0.563 -2.298 -5.758 0.26 0.09 0.22
H -1.231 -2.517 -4.171 0.06 -0.04 0.11
H 2.722 -1.012 -5.156 -0.16 -0.26 0.18
H 1.439 -1.399 -6.283 -0.24 -0.09 0.37
H 2.313 -2.710 -5.482 -0.08 0.15 0.13
H 1.651 -3.497 -0.405 -0.05 0.19 -0.08
H 0.723 -2.322 0.536 -0.16 0.02 -0.36
H 2.246 -1.837 -0.179 -0.18 -0.19 -0.28
C -0.924 5.438 -5.148 0.15 0.22 -0.08
C -0.770 4.026 -5.778 -0.43 0.56 1.88
C 0.673 3.514 -5.531 0.04 0.01 -0.31
C 1.710 4.243 -6.379 0.00 0.01 0.02
C 1.345 4.182 -7.858 -0.10 -0.33 0.21
C -0.107 4.630 -8.177 0.44 1.46 -1.43
N -1.128 4.056 -7.237 0.94 -4.90 -1.00
O -1.367 2.727 -7.638 0.16 3.60 1.00
C -0.210 6.178 -8.157 0.05 0.18 0.18
C -0.386 4.278 -9.679 -0.29 -0.63 0.49
C -1.763 3.155 -4.940 0.06 -0.34 -0.72
H -0.934 5.381 -4.051 -0.04 -0.26 -0.29
H -0.104 6.116 -5.382 -0.09 -0.04 -0.13
H -1.864 5.910 -5.454 0.13 -0.10 -0.05
H 0.733 2.441 -5.747 -0.20 0.07 -0.09
H 0.938 3.624 -4.471 -0.31 0.05 -0.11
H 1.814 5.284 -6.058 -0.05 -0.02 0.03
H 2.692 3.779 -6.229 -0.12 0.10 -0.02
H 2.061 4.792 -8.425 -0.34 0.00 -0.06
H 1.494 3.147 -8.199 -0.24 0.13 0.00
H -1.249 6.503 -8.288 0.16 -0.15 0.09
H 0.370 6.623 -8.975 -0.09 -0.33 0.08
H 0.180 6.635 -7.250 -0.08 -0.06 0.07
H -0.222 3.216 -9.899 -0.18 0.19 0.24
H 0.288 4.831 -10.345 -0.04 0.08 0.44
H -1.413 4.535 -9.964 0.14 -0.07 0.15
H -2.798 3.490 -5.084 0.21 -0.05 -0.07
H -1.541 3.227 -3.868 0.17 0.26 -0.30
H -1.709 2.089 -5.188 -0.02 0.30 -0.19
```
Forces are in eV/Å.

Calculated values
⟨S²⟩	2.01
LUMO level (spin up / spin down)	0.141 / -0.297	eV
multiplicity	3
max |F|	5.09	eV Å⁻¹
M	770.65	g/mol